C53H92N3O23PS | wB97M-V/def2-TZVPD

HOMO level, eV: -6.8446
Net charge: 0
Structure (SMILES): CCCCNc1c(CCCCn2cccc2)c(CCCS(=O)(=O)O)c(P(=O)(O)O)c2c1C(=O)N(COC)C2=O.CCOC(C)=O.CCOC(C)=O.CCOC(C)=O.CCOC(C)=O.CCOC(C)=O.CCOC(C)=O.CCOC(C)=O
Frontier orbital gap, eV: 5.73

Each atom is followed by the atoms it is bonded to, with distances in Å.
CARTESIAN COORDINATES (ANGSTROEM)
1 H -2.966 -5.882 2.225  C5 1.170
2 H -4.832 5.043 -2.044  C102 1.093
3 C 1.166 11.257 -6.559  H59 1.095, H81 1.093, H148 1.094, C160 1.516
4 O 3.504 -2.927 1.721  P45 1.777, H99 1.018
5 C -2.899 -5.228 1.258  H1 1.170, H129 1.192, C156 1.639, C168 1.665
6 C 0.097 8.858 4.264  H12 1.093, C67 1.516, H116 1.095, H132 1.094
7 H -3.060 5.251 -2.008  C102 1.095
8 H 9.479 -11.120 12.785  C146 1.095
9 H -5.684 -0.659 2.454  C80 1.174
10 C 2.305 -5.959 3.134  H16 1.174, H114 1.173, S121 1.906, C149 1.657
11 H -4.415 -3.756 2.683  C75 1.193
12 H 0.548 8.491 3.338  C6 1.093
13 C 10.275 -8.424 10.541  C122 1.501, O152 1.352, O163 1.226
14 H 3.305 -3.542 -3.127  C56 1.178
15 H -1.707 -5.437 -4.023  N87 1.063
16 H 2.192 -6.847 3.893  C10 1.174
17 H 11.448 -6.767 11.149  C122 1.095
18 O -5.136 2.260 -5.905  C125 1.226
19 O 5.160 -5.345 2.762  H106 1.013, S121 1.737
20 H -4.259 6.318 1.109  C167 1.094
21 H -2.806 -2.708 -0.609  C44 1.172
22 C -3.353 3.593 -6.725  H35 1.093, C125 1.501, H151 1.095, H153 1.089
23 H -5.390 -3.132 -3.150  C25 1.192
24 C -3.847 4.110 -0.405  C102 1.501, O133 1.226, O134 1.352
25 C -4.815 -3.030 -4.188  H23 1.192, C42 1.670, H53 1.171, C112 1.671
26 O 5.613 -7.224 6.890  C144 1.352, C171 1.439
27 C 0.112 -2.996 -4.309  O76 1.341, N96 1.543, C145 1.638
28 H -4.260 10.253 -4.589  C33 1.089
29 H 12.107 -10.197 11.456  C172 1.094
30 H -6.605 9.880 -3.872  C60 1.093
31 H -2.500 0.238 -0.987  C79 1.173
32 C -0.930 -4.908 -0.476  C72 1.673, C88 1.673, C156 1.664
33 C -4.175 9.268 -5.043  H28 1.089, C66 1.501, H85 1.095, H147 1.093
34 H 10.415 -9.739 13.333  C146 1.093
35 H -2.760 3.817 -5.834  C22 1.093
36 O 3.533 -3.730 -5.241  C56 1.501, C135 1.498
37 H -0.948 6.665 2.573  C92 1.089
38 H -1.855 6.533 1.088  C92 1.095
39 H -0.636 -4.238 2.680  C170 1.171
40 H -3.463 -3.996 -2.241  C130 1.172
41 H 2.128 -4.740 -3.990  C56 1.174
42 C -4.076 -4.512 -4.407  C25 1.670, H62 1.186, H78 1.181, C130 1.639
43 C -5.141 9.528 -2.309  H57 1.094, C60 1.516, O93 1.439, H166 1.096
44 C -3.434 -1.944 0.019  H21 1.172, C79 1.669, N158 1.515
45 P 2.478 -1.903 0.693  O4 1.777, O100 1.613, O115 1.741, C126 1.909
46 H 7.793 -6.749 8.362  C51 1.095
47 H 10.338 -7.390 12.400  C122 1.093
48 O -3.133 8.733 1.336  C123 1.226
49 H 6.973 -8.773 5.209  C117 1.089
50 H -2.590 -6.576 -0.687  C156 1.188
51 C 7.796 -7.716 7.848  H46 1.095, H55 1.094, H119 1.093, C171 1.516
52 O -2.900 12.313 -5.386  C154 1.226
53 H -5.578 -2.783 -5.043  C25 1.171
54 O 4.787 -6.373 4.991  C144 1.226
55 H 8.357 -8.435 8.452  C51 1.094
56 C 2.603 -3.669 -4.065  H14 1.178, O36 1.501, H41 1.174, N96 1.521
57 H -4.464 10.357 -2.535  C43 1.094
58 H -1.753 8.794 5.340  C67 1.096
59 H 1.224 10.477 -5.794  C3 1.095
60 C -6.558 9.782 -2.785  H30 1.093, C43 1.516, H128 1.095, H140 1.094
61 O -2.156 8.906 3.343  C67 1.439, C123 1.352
62 H -4.841 -5.322 -4.812  C42 1.186
63 H 0.078 -6.528 2.796  C149 1.177
64 H -6.752 6.656 1.308  C89 1.094
65 H 11.870 -8.222 12.016  C122 1.089
66 C -4.053 8.149 -4.049  C33 1.501, O93 1.352, O94 1.226
67 C -1.338 8.391 4.409  C6 1.516, H58 1.096, O61 1.439, H86 1.094
68 H -4.938 5.382 2.426  C167 1.096
69 H -4.054 6.214 -0.945  C102 1.089
70 C -4.220 0.397 0.854  C79 1.640, C80 1.667, H143 1.174
71 C 1.645 -1.683 -2.964  C83 1.636, N96 1.543, O164 1.334
72 C -1.078 -4.687 -2.128  C32 1.673, N87 1.513, C145 1.638
73 H -6.399 5.841 -0.228  C89 1.093
74 C -2.371 1.094 -7.850  O104 1.439, C105 1.516, H107 1.096, H124 1.094
75 C -4.954 -3.611 1.629  H11 1.193, H150 1.170, N158 1.515, C168 1.673
76 O -0.721 -2.888 -5.354  C27 1.341
77 H -4.500 -4.573 -0.388  C168 1.170
78 H -3.208 -4.331 -5.186  C42 1.181
79 C -3.206 -0.308 -0.226  H31 1.173, C44 1.669, C70 1.640
80 C -4.920 -0.918 1.602  H9 1.174, C70 1.667, N158 1.538
81 H 1.245 12.216 -6.040  C3 1.093
82 H 7.474 -7.190 4.554  C117 1.093
83 C 0.963 -2.692 -1.872  C71 1.636, C126 1.638, C145 1.639
84 H 6.178 -8.148 3.786  C117 1.095
85 H -3.265 9.290 -5.652  C33 1.095
86 H -1.423 7.303 4.480  C67 1.094
87 N -2.034 -5.457 -3.011  H15 1.063, C72 1.513, C130 1.513
88 C 0.181 -4.062 0.444  C32 1.673, C126 1.673, C170 1.644
89 C -6.352 5.742 0.860  H64 1.094, H73 1.093, H120 1.095, C167 1.516
90 H -5.184 -5.811 0.945  C168 1.171
91 H -0.220 11.894 -8.125  C160 1.094
92 C -1.329 7.244 1.734  H37 1.089, H38 1.095, H103 1.093, C123 1.501
93 O -4.637 8.288 -2.837  C43 1.439, C66 1.352
94 O -3.499 7.099 -4.356  C66 1.226
95 H -1.290 -6.840 0.695  C156 1.180
96 N 1.588 -2.550 -4.239  C27 1.543, C56 1.521, C71 1.543
97 H 11.109 -11.367 13.457  C146 1.094
98 H -0.477 13.662 -7.086  C141 1.089
99 H 3.509 -2.508 2.648  O4 1.018
100 O 1.724 -0.891 1.698  P45 1.613
101 H -3.399 -1.328 -5.043  C112 1.174
102 C -3.969 5.229 -1.399  H2 1.093, H7 1.095, C24 1.501, H69 1.089
103 H -0.496 7.686 1.181  C92 1.093
104 O -3.501 1.152 -6.960  C74 1.439, C125 1.352
105 C -1.071 1.204 -7.079  C74 1.516, H108 1.093, H161 1.095, H165 1.094
106 H 4.706 -4.709 3.407  O19 1.013
107 H -2.414 0.115 -8.341  C74 1.096
108 H -0.991 2.162 -6.559  C105 1.093
109 H -0.524 13.870 -5.315  C141 1.093
110 H 3.132 -0.081 -0.471  O115 1.019
111 H 5.622 -4.083 -5.649  C135 1.189
112 C -3.655 -1.840 -4.018  C25 1.671, H101 1.174, H159 1.190, H173 1.189
113 H 11.128 -11.571 10.982  C172 1.096
114 H 2.416 -4.980 3.769  C10 1.173
115 O 3.575 -0.981 -0.295  P45 1.741, H110 1.019
116 H 0.140 9.952 4.224  C6 1.095
117 C 6.625 -7.853 4.741  H49 1.089, H82 1.093, H84 1.095, C144 1.501
118 H 5.881 -8.319 8.591  C171 1.096
119 H 8.327 -7.569 6.904  C51 1.093
120 H -7.002 4.904 1.129  C89 1.095
121 S 3.843 -6.217 2.039  C10 1.906, O19 1.737, O131 1.573, O169 1.569
122 C 11.028 -7.672 11.600  C13 1.501, H17 1.095, H47 1.093, H65 1.089
123 C -2.290 8.328 2.128  O48 1.226, O61 1.352, C92 1.501
124 H -2.456 1.841 -8.644  C74 1.094
125 C -4.077 2.294 -6.522  O18 1.226, C22 1.501, O104 1.352
126 C 1.172 -2.914 -0.263  P45 1.909, C83 1.638, C88 1.673
127 H 4.924 -5.204 -4.296  C135 1.172
128 H -7.207 8.943 -2.515  C60 1.095
129 H -2.430 -4.148 1.446  C5 1.192
130 C -3.451 -4.930 -2.949  H40 1.172, C42 1.639, N87 1.513, H136 1.193
131 O 4.112 -7.767 2.036  S121 1.573
132 H 0.703 8.512 5.106  C6 1.094
133 O -3.293 3.060 -0.712  C24 1.226
134 O -4.431 4.248 0.807  C24 1.352, C167 1.439
135 C 4.884 -4.111 -4.716  O36 1.498, H111 1.189, H127 1.172, H137 1.177
136 H -4.118 -5.820 -2.519  C130 1.193
137 H 5.313 -3.329 -3.948  C135 1.177
138 H 1.149 -3.642 2.585  C170 1.170
139 O -1.265 11.205 -6.441  C154 1.352, C160 1.439
140 H -6.957 10.695 -2.336  C60 1.094
141 C -1.116 13.646 -6.206  H98 1.089, H109 1.093, C154 1.501, H162 1.095
142 H 1.090 -6.339 1.193  C149 1.170
143 H -4.463 1.520 1.096  C70 1.174
144 C 5.591 -7.117 5.542  O26 1.352, O54 1.226, C117 1.501
145 C -0.098 -3.549 -2.781  C27 1.638, C72 1.638, C83 1.639
146 C 10.493 -10.709 12.837  H8 1.095, H34 1.093, H97 1.094, C172 1.516
147 H -5.037 9.082 -5.688  C33 1.093
148 H 2.022 11.156 -7.232  C3 1.094
149 C 0.902 -5.885 2.255  C10 1.657, H63 1.177, H142 1.170, C170 1.672
150 H -6.102 -3.625 1.850  C75 1.170
151 H -4.095 4.384 -6.874  C22 1.095
152 O 10.237 -9.775 10.604  C13 1.352, C172 1.439
153 H -2.713 3.609 -7.606  C22 1.089
154 C -1.841 12.347 -6.003  O52 1.226, O139 1.352, C141 1.501
155 H 6.338 -9.178 7.133  C171 1.094
156 C -1.972 -6.033 0.171  C5 1.639, C32 1.664, H50 1.188, H95 1.180
157 H -0.178 10.168 -7.821  C160 1.096
158 N -4.455 -2.289 1.083  C44 1.515, C75 1.515, C80 1.538
159 H -3.970 -1.066 -3.170  C112 1.190
160 C -0.135 11.147 -7.330  C3 1.516, H91 1.094, O139 1.439, H157 1.096
161 H -1.013 0.424 -6.313  C105 1.095
162 H -1.859 14.437 -6.354  C141 1.095
163 O 9.643 -7.824 9.678  C13 1.226
164 O 2.102 -0.431 -2.893  C71 1.334
165 H -0.214 1.103 -7.751  C105 1.094
166 H -5.143 9.421 -1.218  C43 1.096
167 C -4.935 5.489 1.336  H20 1.094, H68 1.096, C89 1.516, O134 1.439
168 C -4.448 -4.926 0.727  C5 1.665, C75 1.673, H77 1.170, H90 1.171
169 O 3.563 -5.740 0.570  S121 1.569
170 C 0.353 -4.319 2.059  H39 1.171, C88 1.644, H138 1.170, C149 1.672
171 C 6.378 -8.200 7.622  O26 1.439, C51 1.516, H118 1.096, H155 1.094
172 C 11.082 -10.579 11.446  H29 1.094, H113 1.096, C146 1.516, O152 1.439
173 H -2.643 -2.327 -3.631  C112 1.189